[1]
138
Properties=species:S:1:pos:R:3 method="wB97M-V/def2-TZVPD" e_lumo_ev=0.36 spin_multiplicity=1 de_lowest_ev=1.098 energy_ha=-2718.13912 homo_energy_ev=-8.95
Pb 0.036 -1.970 -1.734
F 0.344 -0.066 -0.070
F -0.371 -3.896 -3.189
C 0.031 4.140 -2.268
C 0.172 3.110 -1.123
O -0.879 2.176 -1.302
H 0.139 3.718 -3.268
H 0.794 4.888 -2.057
H -0.953 4.610 -2.273
H 0.105 3.644 -0.175
H 1.134 2.601 -1.064
H -0.603 1.415 -0.787
C -3.859 4.902 -1.683
C -4.164 3.510 -2.228
O -3.059 3.144 -2.974
H -3.134 4.836 -0.872
H -4.740 5.443 -1.337
H -3.401 5.448 -2.508
H -5.050 3.528 -2.863
H -4.300 2.873 -1.354
H -2.334 2.926 -2.383
C 4.640 -1.884 2.620
C 4.768 -0.854 1.471
O 5.834 -1.213 0.636
H 4.095 -1.505 3.485
H 5.665 -2.074 2.940
H 4.201 -2.804 2.234
H 4.985 0.195 1.673
H 3.855 -0.815 0.877
H 5.966 -0.618 -0.105
C 4.691 2.937 -3.565
C 3.214 3.039 -3.232
O 2.524 3.846 -4.161
H 5.294 3.844 -3.534
H 4.818 2.569 -4.583
H 5.160 2.262 -2.848
H 3.141 3.500 -2.247
H 2.759 2.049 -3.221
H 2.661 4.764 -3.915
C -2.399 -0.940 3.883
C -1.243 -0.883 2.853
O -1.577 -0.003 1.795
H -2.173 -1.597 4.722
H -3.331 -1.277 3.429
H -2.579 0.071 4.250
H -1.069 -1.886 2.464
H -0.308 -0.560 3.312
H -0.891 0.058 1.126
C 0.511 -0.876 6.223
C 1.087 0.398 5.555
O 2.297 0.055 4.831
H 0.263 -1.646 5.492
H -0.352 -0.559 6.807
H 1.230 -1.325 6.908
H 1.347 1.125 6.324
H 0.369 0.899 4.905
H 2.206 0.316 3.911
C -3.342 -3.913 0.467
C -2.063 -4.300 -0.226
O -1.086 -3.362 0.087
H -3.755 -2.984 0.075
H -3.072 -3.749 1.510
H -4.110 -4.683 0.389
H -2.198 -4.362 -1.306
H -1.761 -5.271 0.167
H -0.669 -3.670 0.895
C -6.166 -0.024 0.009
C -4.994 -0.023 0.989
O -3.843 -0.290 0.288
H -7.141 -0.001 0.495
H -6.152 -0.962 -0.546
H -6.001 0.808 -0.676
H -5.105 -0.666 1.863
H -4.852 0.989 1.368
H -3.138 -0.452 0.919
C -1.037 1.079 -5.427
C 0.022 0.404 -4.572
O -0.509 0.132 -3.290
H -0.535 1.302 -6.369
H -1.332 2.024 -4.972
H -1.931 0.470 -5.562
H 0.889 1.044 -4.412
H 0.424 -0.543 -4.934
H -0.793 0.939 -2.854
C 1.958 -4.294 3.890
C 0.890 -3.647 3.007
O 0.245 -4.629 2.165
H 2.748 -4.596 3.204
H 1.584 -5.087 4.538
H 2.346 -3.538 4.573
H 1.251 -2.900 2.301
H 0.150 -3.180 3.656
H -0.110 -5.340 2.703
C -2.026 4.701 2.178
C -2.408 3.244 1.835
O -2.298 2.465 3.027
H -2.403 5.410 1.441
H -0.947 4.815 2.284
H -2.459 4.934 3.151
H -1.675 2.785 1.170
H -3.401 3.105 1.408
H -2.117 1.559 2.766
C -4.050 -0.515 -3.382
C -3.233 -1.767 -2.995
O -2.503 -1.411 -1.800
H -4.633 -0.729 -4.277
H -3.551 0.430 -3.597
H -4.688 -0.287 -2.528
H -2.581 -2.123 -3.793
H -3.947 -2.579 -2.861
H -3.159 -1.106 -1.169
C 4.006 -4.047 -0.804
C 2.742 -3.730 0.014
O 1.642 -3.639 -0.824
H 4.857 -4.131 -0.128
H 4.226 -3.304 -1.570
H 3.899 -4.988 -1.344
H 2.800 -2.759 0.506
H 2.576 -4.425 0.838
H 1.483 -4.498 -1.220
C 3.179 -0.358 -1.864
C 3.273 -1.179 -3.157
O 2.077 -1.935 -3.389
H 4.023 0.288 -1.619
H 3.172 -1.060 -1.030
H 2.294 0.274 -1.783
H 4.135 -1.839 -3.059
H 3.461 -0.489 -3.981
H 2.103 -2.366 -4.246
C 3.173 2.625 1.383
C 1.921 2.111 2.144
O 1.916 0.685 2.147
H 3.157 2.098 0.429
H 4.072 2.343 1.930
H 3.181 3.711 1.294
H 1.027 2.472 1.635
H 1.998 2.534 3.146
H 1.307 0.364 1.478

=====

[2]
14
Properties=species:S:1:pos:R:3 method="wB97M-V/def2-TZVPD" e_lumo_ev="-0.38 / -2.51" spin_multiplicity=1 de_lowest_ev=1.542 energy_ha=-767.77701 homo_energy_ev="-9.96 / -8.74"
C 1.426 1.040 0.014
C 1.786 0.920 -1.361
C -1.065 -0.600 1.984
C -2.184 -1.332 1.168
N -0.024 -0.236 -1.032
N 2.856 1.330 -1.949
N 0.328 0.210 0.073
O -1.123 0.263 2.815
O 0.796 0.242 -1.964
F -3.386 -1.498 1.731
F -2.349 -0.648 0.024
F -1.876 -2.565 0.699
H 1.976 1.645 0.738
H 2.840 1.228 -2.940

=====

[3]
35
Properties=species:S:1:pos:R:3 method="wB97M-V/def2-TZVPD" e_lumo_ev=-2.33 spin_multiplicity=1 energy_ha=-2502.80671 homo_energy_ev=-6.68
C -3.109 3.536 -0.505
C -1.654 2.845 -0.303
C -1.678 1.358 0.174
C -0.317 0.624 0.374
C 1.100 1.301 0.150
C 2.484 0.522 0.415
Ga 2.295 -1.126 1.681
N 0.922 -0.781 3.008
C 2.091 -2.904 0.655
C 0.631 -3.183 0.077
N 0.455 -2.620 -1.324
C 1.049 2.796 -0.347
C -0.313 3.556 -0.577
H -3.604 3.674 0.528
H -3.744 2.732 -1.036
H -3.015 4.504 -1.097
H -2.652 0.809 0.383
H -0.376 -0.479 0.706
H 3.198 1.258 0.947
H 3.006 0.239 -0.572
H 3.694 -1.234 2.504
H 1.228 -0.972 3.969
H 0.022 -1.237 2.790
H 2.439 -3.792 1.283
H 2.796 -2.852 -0.260
H 0.485 -4.329 -0.048
H -0.230 -2.830 0.739
H 0.921 -3.248 -2.010
H -0.545 -2.673 -1.577
H 2.058 3.312 -0.553
H -0.329 4.637 -0.949
O -2.268 -1.067 -2.251
H -1.888 -0.439 -1.573
H -1.900 -0.894 -3.146
H -3.250 -1.044 -2.258

=====

[4]
21
Properties=species:S:1:pos:R:3 method="wB97M-V/def2-TZVPD" total_charge=+1 e_lumo_ev="-6.71 / -7.48" spin_multiplicity=2 de_lowest_ev=4.484 energy_ha=-440.22528 homo_energy_ev="-14.95 / -14.93" s2=0.76
N -0.759 -0.979 -0.161
C -0.597 0.435 0.040
C -1.868 1.289 -0.063
C 0.930 2.397 0.504
C 0.618 1.046 0.240
H 0.044 -1.437 -0.597
H -0.915 -1.487 0.697
H -1.572 2.312 0.182
H -2.234 1.220 -1.073
H 1.958 2.665 0.651
H 0.111 3.072 0.793
H 1.504 0.340 0.230
H 0.245 -3.693 2.525
H -2.623 0.921 0.636
O 0.033 -2.972 1.885
H 0.333 2.424 -1.299
H 0.693 2.661 -2.770
O -0.042 2.634 -2.222
H 1.866 -3.737 -0.399
H 0.698 -3.032 0.946
O 1.347 -2.960 -0.129

=====

[5]
21
Properties=species:S:1:pos:R:3 method="wB97M-V/def2-TZVPD" e_lumo_ev=-0.56 spin_multiplicity=1 de_lowest_ev=2.140 energy_ha=-535.04518 homo_energy_ev=-10.61
O 0.991 1.350 -1.282
H 1.807 0.893 -1.485
H 1.270 2.200 -0.942
O -0.942 1.371 -3.697
H -0.516 1.300 -2.844
H -0.265 1.121 -4.326
O -1.182 3.537 -1.460
H -0.485 3.686 -2.099
H -0.820 2.885 -0.859
O -0.284 -0.578 0.501
H 0.266 -0.311 1.238
H -0.117 0.079 -0.174
O 1.018 -1.587 4.229
H 1.611 -1.674 3.483
H 1.093 -0.669 4.490
O -3.045 -1.132 0.943
H -2.895 -1.319 1.870
H -2.168 -1.099 0.560
O 1.588 -3.399 0.233
H 1.857 -2.642 0.755
H 1.220 -4.011 0.870

=====

[6]
116
Properties=species:S:1:pos:R:3 method="wB97M-V/def2-TZVPD" total_charge=+3 e_lumo_ev="-9.42 / -9.36" spin_multiplicity=2 de_lowest_ev=0.000 energy_ha=-6153.39550 homo_energy_ev="-14.88 / -14.93" s2=0.87
Ir -0.329 0.556 -0.722
O -1.399 1.047 2.284
S -0.131 0.390 1.957
C 1.157 1.361 2.798
C 0.785 2.013 3.960
C 1.696 2.701 4.770
C 3.026 2.677 4.413
C 4.242 3.241 5.063
C 5.413 2.850 4.139
C 4.784 2.129 2.999
C 5.310 1.589 1.846
C 4.427 1.082 0.892
C 3.048 1.016 1.081
P 2.077 0.496 -0.380
C 2.601 -1.237 -0.552
C 2.798 -1.811 -1.806
C 3.259 -3.111 -1.905
C 3.464 -3.867 -0.761
C 3.173 -3.329 0.485
C 2.745 -2.020 0.597
C 2.715 1.524 -1.749
C 3.770 1.191 -2.595
C 4.066 2.006 -3.677
C 3.333 3.156 -3.920
C 2.298 3.506 -3.065
C 1.990 2.698 -1.988
C 2.487 1.435 2.316
C 3.395 2.047 3.209
C -0.212 -1.157 2.934
C 0.339 -1.165 4.198
C 0.132 -2.201 5.115
C -0.669 -3.249 4.732
C -1.110 -4.462 5.470
C -2.020 -5.218 4.485
C -2.036 -4.384 3.255
C -2.696 -4.545 2.058
C -2.487 -3.587 1.069
C -1.662 -2.472 1.223
P -1.522 -1.523 -0.339
C -0.918 -2.767 -1.527
C -1.110 -2.523 -2.889
C -0.682 -3.440 -3.832
C -0.060 -4.609 -3.424
C 0.184 -4.830 -2.077
C -0.214 -3.904 -1.129
C -3.265 -1.164 -0.739
C -3.881 -0.208 0.077
C -5.160 0.225 -0.214
C -5.833 -0.277 -1.318
C -5.241 -1.254 -2.102
C -3.963 -1.702 -1.817
C -1.016 -2.235 2.470
C -1.225 -3.248 3.438
H -0.253 1.968 4.255
H 1.361 3.209 5.660
H 4.153 4.326 5.164
H 4.369 2.845 6.072
H 5.958 3.724 3.780
H 6.147 2.223 4.649
H 6.373 1.585 1.661
H 4.840 0.726 -0.043
H 2.615 -1.232 -2.698
H 3.468 -3.533 -2.875
H 3.853 -4.870 -0.836
H 3.297 -3.929 1.373
H 2.550 -1.600 1.577
H 4.341 0.290 -2.431
H 4.871 1.737 -4.341
H 3.557 3.766 -4.782
H 1.742 4.412 -3.243
H 1.172 2.971 -1.328
H 0.935 -0.325 4.521
H 0.566 -2.151 6.100
H -0.253 -5.064 5.778
H -1.636 -4.184 6.386
H -1.642 -6.219 4.265
H -3.030 -5.352 4.877
H -3.346 -5.385 1.879
H -2.988 -3.727 0.119
H -1.600 -1.612 -3.203
H -0.824 -3.248 -4.884
H 0.243 -5.340 -4.155
H 0.684 -5.736 -1.770
H 0.012 -4.075 -0.085
H -3.356 0.185 0.940
H -5.640 0.956 0.418
H -6.822 0.079 -1.559
H -5.776 -1.668 -2.942
H -3.523 -2.477 -2.427
C -1.533 0.747 -5.338
C -0.023 0.704 -5.558
C 0.495 0.242 -4.198
O -0.492 0.619 -3.219
C -1.626 1.196 -3.889
H -1.957 -0.249 -5.456
H -2.041 1.433 -6.010
H 0.356 1.700 -5.787
H 0.270 0.023 -6.353
H 1.443 0.714 -3.938
H 0.613 -0.848 -4.163
H -1.550 2.285 -3.811
H -2.540 0.862 -3.392
C -3.880 4.770 -2.071
Si -3.402 4.843 -0.240
C -2.079 6.080 0.302
C -4.623 4.178 1.038
Se -1.676 2.510 -0.401
H -4.573 5.572 -2.317
H -4.371 3.832 -2.324
H -3.015 4.885 -2.720
H -2.503 7.079 0.386
H -1.258 6.140 -0.409
H -1.665 5.825 1.275
H -5.352 4.943 1.301
H -4.124 3.876 1.957
H -5.178 3.323 0.658

=====

Copy entry 5 word for word.
21
Properties=species:S:1:pos:R:3 method="wB97M-V/def2-TZVPD" e_lumo_ev=-0.56 spin_multiplicity=1 de_lowest_ev=2.140 energy_ha=-535.04518 homo_energy_ev=-10.61
O 0.991 1.350 -1.282
H 1.807 0.893 -1.485
H 1.270 2.200 -0.942
O -0.942 1.371 -3.697
H -0.516 1.300 -2.844
H -0.265 1.121 -4.326
O -1.182 3.537 -1.460
H -0.485 3.686 -2.099
H -0.820 2.885 -0.859
O -0.284 -0.578 0.501
H 0.266 -0.311 1.238
H -0.117 0.079 -0.174
O 1.018 -1.587 4.229
H 1.611 -1.674 3.483
H 1.093 -0.669 4.490
O -3.045 -1.132 0.943
H -2.895 -1.319 1.870
H -2.168 -1.099 0.560
O 1.588 -3.399 0.233
H 1.857 -2.642 0.755
H 1.220 -4.011 0.870